[1]
{"formula": "C24H32N6O3PSV", "method": "ωB97M-V/def2-TZVPD", "symbols": ["V", "N", "C", "C", "C", "C", "C", "C", "S", "O", "O", "N", "C", "N", "C", "C", "C", "N", "H", "H", "H", "H", "H", "H", "H", "H", "H", "C", "N", "C", "C", "C", "N", "C", "C", "O", "H", "H", "H", "H", "H", "H", "H", "H", "H", "H", "H", "H", "C", "P", "C", "C", "C", "C", "C", "C", "C", "H", "H", "H", "H", "H", "H", "H", "H", "H", "H", "H"], "xyz": [[-0.5222, 0.2437, -0.6094], [4.6857, 2.8590, 4.1651], [3.7717, 1.9079, 3.8221], [3.8303, 1.0829, 2.6654], [2.6874, 0.4537, 2.2119], [1.5462, 0.4428, 3.0666], [1.5821, 1.0948, 4.3245], [2.6965, 1.7903, 4.7210], [0.0317, -0.4007, 2.6111], [0.4086, -1.6410, 1.9941], [-0.9166, -0.3198, 3.6947], [-0.6715, 0.5268, 1.3609], [-0.5401, 1.8692, 1.2145], [-0.3372, 2.1938, -0.0964], [0.2128, 3.4031, -0.3956], [0.2729, 4.3672, 0.5795], [-0.1089, 3.9833, 1.8733], [-0.4366, 2.7234, 2.1909], [5.2186, 3.2283, 3.4021], [4.3016, 3.5586, 4.7807], [4.7068, 1.0514, 2.0443], [2.6947, -0.1122, 1.2621], [0.7291, 0.9775, 4.9931], [2.7139, 2.2535, 5.7152], [0.3860, 3.6084, -1.4336], [0.6227, 5.3718, 0.3078], [-0.1797, 4.6953, 2.7045], [3.0594, 0.2091, -2.6337], [2.9059, -1.1456, -2.0594], [4.0602, -1.9149, -1.6374], [3.8582, -3.4126, -1.9663], [2.5183, -3.9146, -1.4745], [1.4483, -2.9037, -1.5508], [0.1247, -3.3623, -1.1657], [1.6291, -1.5686, -1.7917], [0.6152, -0.7888, -1.8931], [4.1365, 0.4047, -2.8049], [2.6354, 0.9627, -1.9501], [2.5417, 0.3065, -3.6271], [4.1813, -1.7457, -0.5276], [4.9800, -1.4570, -2.1173], [4.6285, -4.0226, -1.4856], [3.9870, -3.6070, -3.0658], [2.5924, -4.3002, -0.4451], [2.1900, -4.7738, -2.1081], [-0.0990, -4.3797, -1.5143], [-0.6045, -2.6672, -1.6258], [0.0088, -3.3021, -0.0625], [-3.0772, -1.0609, -3.2255], [-2.8082, 0.0996, -1.8015], [-3.3784, 1.5828, -2.6991], [-4.3112, -0.2188, -0.8665], [-4.7399, -1.5308, -0.6619], [-5.8415, -1.8383, 0.1452], [-6.5733, -0.8196, 0.7450], [-6.0774, 0.4645, 0.6742], [-5.0223, 0.7856, -0.1687], [-2.6745, -2.0822, -3.0365], [-2.5219, -0.6580, -4.1039], [-4.1760, -1.1464, -3.4592], [-4.4593, 1.5790, -2.9857], [-2.8198, 1.6956, -3.6448], [-3.2434, 2.5077, -2.1269], [-4.2365, -2.3654, -1.1430], [-6.0940, -2.8897, 0.3328], [-7.4250, -1.0523, 1.3662], [-6.5274, 1.2923, 1.2408], [-4.7763, 1.8257, -0.2447]], "forces_ev_per_a": [[-0.410, -1.117, -1.108], [0.689, -0.033, -0.284], [-0.732, -0.381, 0.358], [-0.384, 1.024, 0.111], [-1.076, -0.765, 1.052], [0.064, 0.327, -0.117], [-0.422, -1.048, -0.617], [-0.368, -0.384, -0.324], [-1.082, 2.350, 0.210], [-0.235, -0.255, -0.398], [1.015, -0.635, -0.291], [0.581, -0.903, 0.483], [1.302, -0.371, -0.072], [0.746, 1.346, -0.411], [-2.100, -1.220, 0.760], [0.569, 0.653, 0.250], [-0.184, -0.283, 0.060], [-0.118, 1.707, 1.027], [0.347, 0.200, -0.030], [0.318, 0.049, -0.031], [0.347, 0.230, -0.058], [-0.057, 0.342, 0.654], [0.134, 0.138, -0.284], [0.125, -0.002, -0.563], [0.299, -0.015, -0.339], [-0.236, -0.488, 0.432], [0.237, -0.178, -0.415], [-0.074, -0.012, -0.396], [-1.492, 0.904, -0.457], [0.902, 0.078, 0.656], [0.729, 0.248, -0.805], [-0.542, -0.386, -0.311], [0.173, 0.722, 0.069], [-0.834, 0.688, 0.446], [0.537, -1.181, -0.736], [1.426, -0.757, -0.121], [-0.684, -0.124, 0.255], [0.291, -0.150, -0.279], [0.386, -0.242, 0.980], [0.053, -0.452, -0.901], [-1.131, -0.802, 0.422], [0.022, 0.239, -0.015], [-0.288, 0.469, 0.922], [-0.118, 0.307, -0.191], [0.223, 0.576, 0.477], [0.392, 0.321, 0.040], [0.251, -0.599, 0.281], [-0.012, -0.190, -0.532], [0.161, -0.660, -0.345], [-0.877, 0.038, -1.308], [-0.307, 1.189, -0.677], [-0.841, -0.080, 1.468], [-0.215, -0.424, 0.197], [0.031, -0.145, -0.287], [0.665, -0.617, 0.522], [-0.366, 1.120, -0.344], [0.423, -0.751, -0.051], [-0.323, 0.679, -0.059], [-0.436, -0.277, 0.577], [1.151, 0.210, 0.221], [0.789, -0.480, 0.375], [-0.019, -0.034, 0.456], [0.157, -0.184, -0.007], [0.113, 0.139, 0.091], [-0.036, 0.512, -0.304], [-0.056, -0.001, 0.041], [-0.002, -0.524, -0.335], [0.409, 0.347, -0.091]], "lowdin_charge": [0.767, 0.115, -0.308, -0.026, -0.061, -0.284, -0.059, -0.030, 0.650, -0.322, -0.291, -0.193, -0.520, -0.014, -0.080, -0.046, -0.067, 0.165, 0.098, 0.101, 0.103, 0.108, 0.119, 0.127, 0.117, 0.115, 0.125, -0.015, -0.091, -0.140, -0.143, -0.142, -0.064, -0.021, -0.398, -0.152, 0.096, 0.081, 0.110, 0.137, 0.140, 0.119, 0.134, 0.136, 0.139, 0.104, 0.073, 0.099, -0.263, 0.881, -0.281, -0.398, -0.104, -0.066, -0.074, -0.080, -0.085, 0.037, 0.052, 0.077, 0.078, 0.048, 0.037, 0.098, 0.115, 0.109, 0.118, 0.095], "fmax_ev_per_a": 2.6, "total_energy_ha": -3171.36750, "spin_multiplicity": 4, "lumo_ev": [-2.57, -2.69], "homo_lumo_gap_ev": [7.693, 7.776], "total_charge": 1, "e_homo_ev": [-10.27, -10.46]}

---

[2]
{"formula": "C24H33As2BCsO7", "method": "ωB97M-V/def2-TZVPD", "symbols": ["Cs", "O", "C", "O", "C", "O", "C", "C", "O", "O", "H", "H", "H", "H", "H", "C", "As", "C", "C", "C", "C", "C", "C", "C", "As", "C", "C", "H", "H", "H", "H", "H", "H", "H", "H", "H", "H", "H", "H", "H", "H", "H", "H", "C", "C", "C", "C", "C", "C", "C", "C", "O", "B", "O", "C", "C", "H", "H", "H", "H", "H", "H", "H", "H", "H", "H", "H", "H"], "xyz": [[0.1805, -0.8520, -2.4574], [2.1764, -4.4009, -1.7366], [2.6330, -3.5005, -2.6202], [3.3974, -2.6230, -2.3388], [2.0293, -3.7030, -4.0044], [1.1785, -2.6097, -4.2292], [0.6164, -2.5930, -5.5418], [-0.4477, -1.4905, -5.6789], [-0.6301, -1.0947, -6.8391], [-1.0283, -1.1414, -4.6103], [2.4822, -4.1170, -0.8589], [1.4752, -4.6440, -4.0391], [2.8392, -3.7327, -4.7405], [0.1233, -3.5504, -5.7517], [1.3972, -2.4361, -6.2886], [-2.1551, 2.1734, 0.7662], [-1.0278, 1.9799, -0.8211], [0.5554, 2.9257, -0.1436], [-1.7508, 3.5078, -1.8610], [-2.0677, 4.7254, -1.2612], [-2.5453, 5.7928, -2.0110], [-2.7140, 5.6447, -3.3818], [-2.4097, 4.4317, -3.9890], [-1.9291, 3.3534, -3.2438], [-1.4567, 1.5917, -4.0299], [-1.9040, 1.9459, -5.8964], [-3.1720, 0.7627, -3.5337], [-2.0795, 3.1678, 1.2048], [-1.8262, 1.4267, 1.4870], [-3.1900, 1.9762, 0.4932], [0.2652, 3.8163, 0.4154], [1.1756, 3.2240, -0.9880], [1.1137, 2.2473, 0.4996], [-1.9362, 4.8536, -0.1931], [-2.7831, 6.7330, -1.5276], [-3.0862, 6.4700, -3.9778], [-2.5507, 4.3277, -5.0577], [-2.9470, 2.2433, -6.0088], [-1.7150, 1.0173, -6.4377], [-1.2575, 2.7257, -6.2951], [-3.9845, 1.4301, -3.8164], [-3.2109, 0.5919, -2.4583], [-3.2594, -0.1888, -4.0539], [3.1519, -1.6648, 6.7491], [1.7792, -2.1934, 6.3110], [0.7337, -1.8099, 7.3678], [1.8593, -3.7186, 6.2496], [1.3877, -1.5817, 4.9623], [1.3238, -0.1933, 4.8372], [0.9594, 0.4302, 3.6409], [0.6578, -0.3757, 2.5662], [0.2801, -0.0325, 1.2999], [0.0324, -1.2524, 0.5201], [0.3544, -2.3110, 1.4775], [0.7080, -1.7500, 2.6730], [1.0698, -2.3747, 3.8481], [3.4366, -2.0989, 7.7131], [3.1485, -0.5782, 6.8558], [3.9167, -1.9263, 6.0126], [0.9813, -2.2601, 8.3349], [-0.2583, -2.1569, 7.0673], [0.6833, -0.7268, 7.4982], [2.1659, -4.1053, 7.2249], [2.5903, -4.0518, 5.5086], [0.8926, -4.1633, 6.0010], [1.5598, 0.4335, 5.6906], [0.9157, 1.5105, 3.5636], [1.0962, -3.4567, 3.8830]], "forces_ev_per_a": [[1.070, 0.625, 1.507], [-0.003, 0.061, 0.098], [-0.247, -0.207, -0.242], [0.159, 0.225, 0.064], [0.003, -0.003, 0.001], [0.271, -0.608, -0.693], [0.038, -0.131, 0.023], [-0.264, 0.091, -0.057], [-0.042, 0.000, 0.221], [-0.660, -0.562, -2.116], [-0.040, -0.037, 0.009], [-0.016, -0.063, -0.015], [0.074, 0.007, -0.006], [0.031, -0.048, 0.026], [0.070, 0.014, 0.012], [0.020, -0.043, 0.055], [-0.165, 0.512, 0.171], [0.018, -0.030, 0.019], [-0.015, 0.038, 0.003], [0.002, -0.014, -0.088], [0.007, -0.066, -0.058], [0.026, -0.082, 0.046], [0.033, 0.004, 0.107], [-0.015, 0.015, 0.009], [-0.355, 0.646, -0.149], [-0.021, -0.085, -0.051], [0.048, -0.060, -0.017], [-0.002, 0.018, 0.014], [0.000, 0.009, -0.006], [-0.050, -0.007, -0.007], [-0.006, 0.006, -0.011], [0.023, -0.001, -0.017], [-0.029, 0.004, -0.009], [0.007, -0.003, 0.025], [0.002, 0.003, -0.004], [0.006, -0.002, 0.003], [-0.006, 0.003, -0.010], [-0.022, 0.005, -0.012], [-0.018, 0.011, -0.001], [0.052, 0.034, -0.017], [-0.030, 0.036, -0.008], [0.026, -0.016, 0.046], [0.064, 0.018, -0.011], [0.052, 0.007, -0.013], [-0.010, 0.018, -0.035], [-0.035, 0.006, 0.016], [-0.003, -0.044, -0.002], [-0.022, -0.049, -0.085], [-0.028, 0.033, -0.074], [0.035, 0.046, 0.095], [-0.058, 0.269, -0.291], [-0.020, -0.068, 0.121], [0.040, -0.300, 1.362], [0.081, 0.129, 0.275], [-0.095, -0.320, -0.343], [0.039, -0.041, 0.129], [-0.008, 0.016, -0.034], [0.000, -0.056, -0.007], [-0.039, 0.014, 0.042], [-0.006, 0.022, -0.033], [0.044, 0.011, 0.022], [-0.003, -0.049, -0.005], [-0.008, -0.008, -0.018], [-0.029, 0.015, 0.038], [0.039, 0.020, 0.010], [-0.011, -0.029, -0.031], [0.001, -0.032, -0.013], [0.000, 0.067, 0.017]], "lowdin_charge": [1.145, 0.119, -0.521, 0.114, -0.136, -0.347, -0.123, -0.699, -0.018, -0.429, 0.136, 0.133, 0.138, 0.131, 0.126, -0.300, 1.083, -0.292, -0.420, -0.126, -0.107, -0.106, -0.118, -0.424, 1.055, -0.315, -0.298, 0.011, 0.010, 0.022, 0.018, 0.022, 0.007, 0.082, 0.092, 0.093, 0.078, 0.022, 0.001, 0.020, 0.024, 0.005, 0.015, -0.059, -0.568, -0.056, -0.080, -0.188, -0.058, 0.007, -0.257, -0.057, -0.484, 0.012, -0.242, 0.054, 0.078, 0.072, 0.089, 0.078, 0.089, 0.075, 0.079, 0.085, 0.084, 0.098, 0.112, 0.110], "fmax_ev_per_a": 2.3, "total_energy_ha": -5977.62843, "lumo_ev": 2.10, "homo_lumo_gap_ev": 5.428, "total_charge": -1, "e_homo_ev": -3.33}